# 1
A structure of composition C33H36F3N7O4RuS in a non-equilibrium geometry. Source: the OMol25 dataset; level of theory: wB97M-V/def2-TZVPD.

Each line ends with the Mulliken charge.
Atoms and positions in Å:
1 H 0.907 0.401 -3.322  0.533
2 C -1.598 -2.694 0.466  1.193
3 H -0.180 -5.700 -0.304  0.505
4 C -2.181 1.152 -2.627  -0.419
5 C 3.941 3.494 -1.596  0.567
6 C -4.036 -2.381 1.078  -1.169
7 H 2.243 -2.168 1.880  0.473
8 C -3.289 -4.412 -0.021  -0.901
9 H -2.565 -6.298 -0.666  0.427
10 H 3.527 -1.590 -0.119  0.323
11 H 2.625 0.114 5.490  0.456
12 C -0.085 0.562 -2.936  -0.546
13 H 1.662 -3.099 -1.400  0.291
14 N 1.132 -0.435 1.980  0.767
15 C -2.004 -1.070 5.684  -0.846
16 C -3.247 -1.351 3.205  -0.256
17 H -2.096 -3.149 3.036  0.520
18 C 5.005 1.280 -1.103  -0.248
19 H 2.008 -1.717 -2.216  0.256
20 C -0.616 -3.688 0.244  -0.887
21 H 1.817 -1.661 -4.600  0.345
22 C -1.653 -2.119 4.846  -0.914
23 H -0.431 -5.041 -3.151  0.309
24 H -0.527 -3.385 -5.749  0.439
25 H 3.212 -1.920 4.150  0.508
26 C -0.680 -2.886 -4.793  -1.589
27 H -1.559 -0.981 6.665  0.434
28 H 0.759 -5.266 -4.435  0.488
29 N 0.207 -2.399 -2.629  0.149
30 F 3.663 4.381 -0.632  -0.221
31 H -5.826 1.796 4.524  0.292
32 C 0.476 -3.193 -3.844  1.360
33 C -2.302 -5.306 -0.328  -0.999
34 H -4.757 -0.772 2.007  0.281
35 H -3.272 0.611 5.983  0.381
36 C -2.995 -3.136 0.525  0.869
37 H -0.746 -1.812 -4.962  0.337
38 H -4.326 -4.711 -0.120  0.432
39 O -1.307 -1.457 0.539  -0.237
40 H -0.586 -2.771 -2.122  -0.032
41 C 3.660 -0.550 -0.395  -0.350
42 Ru 0.487 -0.353 0.052  0.666
43 C -0.955 -4.964 -0.131  -0.353
44 N 1.274 -2.208 -1.717  -0.259
45 C -1.167 1.185 -3.561  -1.180
46 C 1.992 -1.318 2.503  -0.504
47 F 5.165 3.789 -2.068  -0.304
48 S 1.188 2.366 -0.481  -0.361
49 C -3.571 -0.261 4.044  1.505
50 N -0.420 0.164 -1.717  0.994
51 O -0.792 2.373 2.915  -0.743
52 C 2.641 1.515 -0.705  0.451
53 H 1.304 -4.916 -2.795  0.309
54 C -2.971 -0.161 5.291  -0.726
55 H 5.774 -0.691 -0.664  0.457
56 H 1.902 -3.202 -5.453  0.501
57 C -2.297 -2.278 3.636  -0.225
58 C 4.903 -0.055 -0.707  -1.109
59 C -4.809 1.830 4.132  -0.769
60 H -4.109 2.091 4.918  0.314
61 H 2.654 -3.053 -3.870  0.358
62 N -1.700 0.523 -1.547  -0.012
63 O -4.502 0.568 3.533  -0.448
64 H 0.927 1.710 4.519  0.611
65 C 1.795 -2.745 -4.470  -1.844
66 H -1.625 -3.226 -4.366  0.338
67 C 3.878 2.069 -1.111  -0.191
68 H -3.185 1.537 -2.665  0.475
69 H 5.954 1.693 -1.414  0.546
70 C 0.738 0.595 2.734  0.569
71 H -4.730 2.581 3.352  0.278
72 H -0.916 -2.846 5.160  0.456
73 H 0.413 -3.379 0.370  0.408
74 C 2.191 -0.055 4.513  -0.454
75 H -2.123 0.414 -0.636  -0.043
76 N 2.556 0.203 -0.413  0.639
77 H -5.043 -2.593 0.734  0.439
78 H -1.197 1.619 -4.544  0.508
79 C 2.530 -1.176 3.766  -1.018
80 C -0.414 1.458 2.207  0.090
81 O -0.915 1.070 1.093  -0.267
82 F 3.074 3.699 -2.603  -0.215
83 C 1.265 0.830 3.992  -0.887
84 N -3.996 -1.441 2.031  0.194
85 C 0.530 -4.695 -3.534  -1.513

Values from the calculation:
2S+1 = 2
Total charge = +1
Kohn-Sham gap (alpha / beta) = 6.62 / 6.42 eV
DFT total energy = -2755.81286 Ha
Max |F| = 1.99 eV/A
Energy above the lowest of the compared OMol25 structures with the same formula, charge and spin = 299.2 kJ/mol
E_HOMO (alpha / beta) = -10.4 / -10.3 eV
LUMO (alpha / beta) = -3.8 / -3.8 eV

# 2
An isolated molecule of C6H9NS in a non-equilibrium geometry. Source: the OMol25 dataset; level of theory: wB97M-V/def2-TZVPD.

Each line ends with the Mulliken charge.
Atoms and positions in Å:
1 C -0.953 -0.765 -0.896  -0.205
2 C -2.170 -0.251 -0.290  -0.793
3 C 0.189 0.210 -0.249  0.553
4 C -0.543 0.967 0.771  -0.548
5 C 1.615 -0.266 -0.583  -0.475
6 H -0.790 -0.797 -2.171  0.219
7 S -0.268 1.884 -0.799  -0.221
8 H 2.485 -0.347 1.648  0.279
9 H 2.874 1.282 0.624  0.277
10 H -3.199 -0.822 -0.223  0.267
11 H -2.344 0.648 2.076  0.256
12 H 1.679 -1.582 -0.767  0.259
13 N 2.494 0.134 0.499  -0.609
14 H 1.764 0.136 -1.809  0.239
15 H 0.018 1.125 1.739  0.416
16 H -0.949 -1.894 -0.520  0.246
17 C -1.902 0.339 0.952  -0.160

Values from the calculation:
Kohn-Sham gap = 8.82 eV
DFT total energy = -686.70707 Ha
Max |F| = 7.12 eV/A
Energy above the lowest of the compared OMol25 structures with the same formula, charge and spin = 671.5 kJ/mol
E_HOMO = -8.3 eV
LUMO = 0.5 eV

# 3
An isolated molecule of C6H10O5 in a non-equilibrium geometry. Source: the OMol25 dataset; level of theory: wB97M-V/def2-TZVPD.

Each line ends with the Mulliken charge.
Atoms and positions in Å:
1 H -2.486 3.353 2.641  0.352
2 O -0.323 0.308 1.385  -0.523
3 H -2.205 1.775 1.849  0.298
4 H 1.095 -2.328 -3.178  0.304
5 C 0.975 -0.505 -0.680  0.680
6 H -2.423 3.134 0.826  0.322
7 H 2.278 -2.422 -1.818  0.334
8 H -0.029 3.969 1.593  0.292
9 H 0.853 -4.487 -2.079  0.290
10 O 0.648 -1.250 -1.780  -0.355
11 H -0.566 -3.241 -1.560  0.302
12 C 0.009 1.077 0.529  0.735
13 C 0.531 -3.576 -1.460  -0.913
14 O 1.581 -0.901 0.234  -0.446
15 H -0.006 2.511 2.626  0.305
16 O -0.042 2.306 0.566  -0.398
17 O 0.384 0.696 -0.770  -0.249
18 C -0.445 3.021 1.767  -0.227
19 C -2.007 2.856 1.780  -1.020
20 H 0.996 -3.869 -0.394  0.207
21 C 1.182 -2.430 -2.075  -0.289

Values from the calculation:
Kohn-Sham gap = 11.53 eV
DFT total energy = -610.79059 Ha
Max |F| = 6.34 eV/A
Energy above the lowest of the compared OMol25 structures with the same formula, charge and spin = 136.5 kJ/mol
E_HOMO = -10.7 eV
LUMO = 0.9 eV

# 4
A cluster of 2 separate species, C4H2F2O in total in a non-equilibrium geometry. Source: the OMol25 dataset; level of theory: wB97M-V/def2-TZVPD.

Each line ends with the Mulliken charge.
Atoms and positions in Å:
1 F -0.412 0.256 1.784  -0.122
2 H 1.772 -0.988 1.557  0.267
3 O 2.022 -0.658 0.740  -0.586
4 C 0.170 2.162 -1.126  -0.088
5 F -2.168 -0.409 -0.781  -0.216
6 H -0.361 -1.038 -1.478  0.321
7 C -0.147 1.044 -0.551  -0.078
8 C -0.796 -0.377 -0.700  0.030
9 C -0.081 0.009 0.556  0.473

Values from the calculation:
Kohn-Sham gap (alpha / beta) = 8.57 / 8.57 eV
DFT total energy = -428.25365 Ha
Max |F| = 5.04 eV/A
Energy above the lowest of the compared OMol25 structures with the same formula, charge and spin = 788.2 kJ/mol
E_HOMO (alpha / beta) = -10.8 / -10.8 eV
LUMO (alpha / beta) = -2.2 / -2.2 eV

# 5
A cluster of 14 separate species, C18H64N6O14 in total in a non-equilibrium geometry. Source: the OMol25 dataset; level of theory: wB97M-V/def2-TZVPD.

Each line ends with the Mulliken charge.
Atoms and positions in Å:
1 C -20.138 7.062 3.448  -0.241
2 H -12.935 9.064 5.188  0.120
3 H -13.854 11.916 6.853  0.184
4 H -15.170 10.943 8.819  0.181
5 C -15.412 12.167 1.080  0.303
6 H -18.975 6.742 7.240  -0.304
7 N -17.902 12.541 6.832  -0.344
8 O -14.284 10.657 3.845  -0.601
9 C -17.509 11.322 6.685  0.480
10 C -16.429 8.190 5.062  -0.083
11 H -19.251 7.498 5.020  0.111
12 H -19.676 11.970 1.193  0.461
13 O -18.395 3.009 4.486  -0.598
14 H -14.989 5.876 7.747  0.275
15 O -14.801 4.157 6.542  -0.586
16 N -14.142 11.720 5.886  -0.101
17 H -14.458 11.678 0.973  0.382
18 O -15.786 5.854 2.957  -0.534
19 C -15.695 8.596 0.798  -0.773
20 H -15.798 8.418 -0.286  0.393
21 N -16.183 8.821 3.968  1.551
22 H -17.227 8.793 8.162  0.368
23 H -15.800 7.959 6.951  -0.284
24 H -17.437 2.965 4.293  0.348
25 C -20.076 4.195 5.801  -1.127
26 H -10.729 6.661 7.007  0.345
27 H -17.233 12.378 0.154  0.222
28 H -13.504 8.228 8.380  0.216
29 H -20.546 3.296 6.126  0.394
30 H -17.922 11.302 2.795  0.006
31 H -10.684 7.595 8.563  0.270
32 H -15.781 5.904 6.159  -0.400
33 H -12.752 10.499 9.126  0.190
34 H -15.101 7.745 1.136  0.267
35 O -13.341 10.078 8.524  -0.501
36 H -18.248 12.750 7.780  0.348
37 C -18.868 7.705 7.758  -0.145
38 H -15.110 9.505 0.892  0.126
39 H -16.374 4.357 1.626  0.307
40 H -17.624 8.218 0.827  0.244
41 H -18.943 10.537 0.738  0.233
42 H -13.615 7.624 3.226  0.014
43 O -17.596 10.404 7.723  -0.733
44 O -17.448 7.833 8.247  -0.574
45 H -16.530 10.935 -0.469  0.234
46 H -14.720 9.022 5.851  -1.405
47 H -17.671 5.417 2.291  0.074
48 H -14.482 9.899 10.203  0.352
49 H -14.739 12.444 5.540  0.268
50 H -20.284 4.992 6.501  0.287
51 N -15.549 8.378 6.025  2.735
52 H -18.593 9.841 3.101  -0.652
53 O -19.495 11.369 4.034  -0.744
54 H -18.215 4.907 5.040  -0.556
55 C -16.306 11.953 -0.138  -1.044
56 H -18.865 11.280 4.750  0.400
57 H -15.871 12.499 -0.913  0.492
58 H -20.550 4.556 4.884  0.172
59 H -12.450 5.642 8.147  0.541
60 H -16.687 11.794 4.942  0.287
61 O -20.167 7.294 4.800  -0.669
62 C -13.848 10.779 5.087  0.044
63 H -15.340 9.389 3.903  -0.627
64 H -13.121 9.972 6.782  0.048
65 C -12.947 6.945 3.741  -0.736
66 O -17.004 8.611 1.406  -0.608
67 H -20.183 8.035 2.934  0.074
68 C -19.551 10.952 1.514  -1.424
69 O -12.080 7.579 4.600  -0.604
70 C -14.595 10.083 9.100  -0.028
71 O -13.294 7.434 8.848  -0.573
72 H -20.913 6.478 3.050  0.511
73 H -16.742 10.151 5.244  -0.281
74 C -15.526 5.276 6.996  -0.258
75 C -11.302 7.380 7.642  -1.114
76 H -16.773 8.757 3.205  -0.839
77 H -16.475 4.958 7.398  0.460
78 H -13.465 6.130 4.142  0.238
79 O -17.506 7.313 5.089  0.777
80 C -18.864 10.835 2.885  1.363
81 H -19.548 7.791 8.554  0.424
82 H -16.065 6.698 3.312  0.025
83 H -18.200 13.257 6.131  0.267
84 H -15.805 11.553 1.941  -0.348
85 H -11.384 8.265 7.041  0.170
86 N -13.209 9.877 5.741  -0.264
87 H -19.307 6.442 3.209  -0.245
88 H -20.546 10.485 1.517  0.321
89 H -17.956 3.983 6.327  0.023
90 H -15.058 9.182 8.652  -0.131
91 H -13.134 6.776 6.950  -0.055
92 H -19.114 8.467 7.070  0.113
93 H -11.255 7.214 4.355  0.330
94 N -17.179 11.039 5.486  0.406
95 H -14.766 3.399 7.205  0.317
96 C -16.633 5.384 1.981  -0.598
97 C -12.605 6.681 7.908  0.080
98 H -14.737 13.946 0.823  0.334
99 C -18.585 3.990 5.428  1.009
100 H -16.600 5.997 1.087  0.126
101 H -12.223 6.606 3.090  0.634
102 O -15.275 13.511 1.480  -0.544

Values from the calculation:
Kohn-Sham gap = 8.70 eV
DFT total energy = -2105.87444 Ha
Max |F| = 8.82 eV/A
Energy above the lowest of the compared OMol25 structures with the same formula, charge and spin = 124.1 kJ/mol
E_HOMO = -8.9 eV
LUMO = -0.2 eV

# 6
A structure of composition C18H18AsF6FeN3Sb in a non-equilibrium geometry. Source: the OMol25 dataset; level of theory: wB97M-V/def2-TZVPD.

Each line ends with the Mulliken charge.
Atoms and positions in Å:
1 C -0.763 -2.360 1.283  1.312
2 N -1.748 0.730 -0.896  0.465
3 H 2.792 2.024 -2.420  0.559
4 C -1.467 -0.852 3.474  -0.741
5 N -0.845 -1.012 1.194  0.321
6 H -1.013 -4.097 0.071  0.550
7 C 2.743 2.953 0.104  -0.921
8 H -5.050 2.329 -1.966  0.448
9 C -1.369 -0.357 -3.025  -1.563
10 F 2.689 -2.775 1.285  -0.390
11 H 2.930 4.362 1.702  0.461
12 H -4.155 2.705 0.315  0.453
13 H 3.086 0.508 -1.574  0.306
14 F 4.970 -3.084 0.108  -0.330
15 H -0.917 -4.062 2.563  0.523
16 H 0.596 -3.396 -0.024  0.291
17 H 1.491 0.869 -2.266  -0.100
18 H -1.263 -1.364 -2.604  0.280
19 C 1.091 3.248 1.810  -0.741
20 F 1.517 -1.095 -0.327  -0.279
21 F 3.863 -1.467 -1.574  -0.423
22 C 1.956 1.958 -0.460  1.313
23 Fe -0.012 -0.160 -0.449  -0.160
24 C -0.993 -2.985 2.501  -0.907
25 H -1.796 -0.499 -4.016  0.449
26 C -1.321 -2.231 3.606  -0.354
27 F 3.899 -0.807 0.703  -0.391
28 N 0.795 1.603 0.133  0.285
29 F 2.658 -3.415 -0.997  -0.408
30 H -1.779 -0.249 4.316  0.432
31 C 2.323 3.587 1.254  -0.350
32 C -4.114 1.874 -1.667  -0.353
33 H -0.382 0.090 -3.192  0.272
34 C -2.220 0.516 -2.146  1.229
35 Sb -1.626 1.829 1.983  0.970
36 H -1.498 -2.710 4.561  0.460
37 H -3.781 0.904 -3.558  0.516
38 C -3.612 2.085 -0.386  -0.722
39 As 3.537 -2.262 -0.101  1.723
40 C 2.352 1.295 -1.741  -1.269
41 C -3.412 1.082 -2.558  -0.936
42 C -2.418 1.503 -0.009  0.123
43 C -0.463 -3.157 0.054  -1.398
44 C -1.226 -0.260 2.253  0.017
45 H 0.721 3.769 2.682  0.432
46 H -0.781 -2.636 -0.856  -0.010
47 C 0.339 2.249 1.232  0.030
48 H 3.676 3.223 -0.373  0.526

Values from the calculation:
2S+1 = 6
Total charge = +2
Kohn-Sham gap (alpha / beta) = 9.47 / 7.04 eV
DFT total energy = -5199.44939 Ha
Max |F| = 1.07 eV/A
E_HOMO (alpha / beta) = -16.2 / -16.2 eV
LUMO (alpha / beta) = -6.7 / -9.1 eV